Run w
A molecular structure, C2H4N2S. Source: OMol25; level of theory: the ωB97M-V functional and the def2-TZVPD basis.

Positions of all 9 atoms, in Å:
C1 -0.749 0.194 0.836
C2 0.907 0.557 -1.067
H1 -0.992 -1.696 1.384
H2 -1.078 1.278 0.544
H3 0.527 -1.349 -0.130
H4 1.472 -0.164 -1.725
N1 -1.282 -0.729 1.653
N2 0.477 -0.039 0.109
S1 0.719 1.947 -1.603

Summary:
LUMO (eV): -0.0877
Charge: 0
HOMO (eV): -9.03

=====

Run x
A single C2H4N2S molecule. Source: OMol25; level of theory: the ωB97M-V functional and the def2-TZVPD basis.

Positions of all 9 atoms, in Å:
C1 0.339 0.613 0.221
C2 -0.811 -0.227 -0.369
N1 0.994 -0.654 0.372
N2 0.052 -1.426 -0.107
S1 -2.556 0.368 0.068
H1 0.834 1.313 -0.455
H2 0.111 1.099 1.168
H3 -0.908 -0.149 -1.454
H4 1.944 -0.936 0.556

Summary:
LUMO (alpha / beta) (eV): -1.8603 / -1.8445
Charge: 0
HOMO (alpha / beta) (eV): -7.25 / -7.27

=====

Stability summary: most stable run w, least stable run x.

=====

Run w
2 unconnected molecules or ions with the total composition C2H10N2O2. Source: OMol25; level of theory: the ωB97M-V functional and the def2-TZVPD basis.

Positions of all 16 atoms, in Å:
C1 -2.009 -0.381 0.807
N1 -0.788 0.258 1.245
O1 0.232 -0.775 1.631
H1 -2.471 -0.885 1.656
H2 -1.866 -1.104 -0.005
H3 -2.674 0.411 0.474
H4 -0.358 0.747 0.448
H5 0.158 -0.817 2.595
N2 0.647 1.177 -1.173
C2 1.367 -0.089 -1.333
O2 2.168 -0.337 -0.238
H6 0.105 1.394 -2.000
H7 1.311 1.924 -1.006
H8 2.013 -0.104 -2.227
H9 0.589 -0.874 -1.430
H10 1.577 -0.545 0.556

Summary:
LUMO (eV): 0.9500
Charge: 0
Structure (SMILES): CNO.NCO
HOMO (eV): -9.22

=====

Run x
3 unconnected molecules or ions with the total composition C2H10N2O2. Source: OMol25; level of theory: the ωB97M-V functional and the def2-TZVPD basis.

Positions of all 16 atoms, in Å:
N1 0.128 -1.157 2.261
C1 0.529 -0.677 0.997
C2 0.464 -1.431 -0.075
N2 0.889 -0.930 -1.393
H1 -0.527 -1.876 2.302
H2 0.187 -0.567 2.932
H3 0.732 0.475 0.968
H4 0.276 -2.491 -0.077
H5 0.921 -1.581 -2.145
H6 1.761 -0.430 -1.406
O1 -0.895 2.807 0.596
H7 -0.127 2.212 0.421
H8 -1.595 2.476 0.165
O2 -1.211 1.041 -1.545
H9 -0.428 0.331 -1.855
H10 -1.104 1.800 -2.147

Summary:
LUMO (eV): 0.8681
Charge: 0
Structure (SMILES): N/C=C/N.O.O
HOMO (eV): -7.91

=====

Stability summary: most stable run x, least stable run w.

=====

Run w
3 unconnected molecules or ions with the total composition C2H10N2O2. Source: OMol25; level of theory: the ωB97M-V functional and the def2-TZVPD basis.

Positions of all 16 atoms, in Å:
N1 -0.880 0.813 1.760
C1 -0.986 0.655 0.390
C2 -0.119 1.126 -0.506
N2 -0.214 0.841 -1.909
H1 -0.200 1.444 2.139
H2 -1.077 0.005 2.321
H3 -1.921 0.235 0.043
H4 0.727 1.752 -0.255
H5 0.093 1.633 -2.464
H6 -1.171 0.662 -2.191
O1 0.880 -1.496 1.663
H7 1.803 -1.407 1.923
H8 0.912 -1.234 0.714
O2 1.056 -1.803 -1.036
H9 0.889 -0.964 -1.507
H10 0.207 -2.262 -1.086

Summary:
LUMO (eV): 0.9005
Charge: 0
Structure (SMILES): N/C=C/N.O.O
HOMO (eV): -7.54

=====

Run x
3 unconnected molecules or ions with the total composition C2H10N2O2. Source: OMol25; level of theory: the ωB97M-V functional and the def2-TZVPD basis.

Positions of all 16 atoms, in Å:
H1 -0.468 -2.154 2.801
N1 0.378 -1.705 2.466
C1 0.446 -1.846 1.207
N2 1.476 -1.354 0.456
C2 1.253 -0.916 -0.899
H2 -0.281 -2.450 0.665
H3 2.391 -1.374 0.874
H4 0.208 -0.631 -0.982
H5 1.409 -1.677 -1.671
H6 1.870 -0.047 -1.072
O1 -4.803 0.203 -1.594
H7 -5.759 0.365 -1.594
H8 -4.553 0.615 -2.432
O2 2.078 4.402 0.214
H9 1.747 4.881 0.980
H10 2.609 3.689 0.582

Summary:
LUMO (eV): 0.8174
Charge: 0
Structure (SMILES): [H]/N=C/NC.O.O
HOMO (eV): -8.78

=====

Run y
2 unconnected molecules or ions with the total composition C2H10N2O2. Source: OMol25; level of theory: the ωB97M-V functional and the def2-TZVPD basis.

Positions of all 16 atoms, in Å:
N1 -1.791 0.352 -0.949
C1 -0.693 0.537 -1.900
O1 -0.419 1.962 -1.984
H1 -1.572 -0.202 -0.197
H2 -2.621 0.011 -1.425
H3 -1.019 0.201 -2.894
H4 0.168 -0.063 -1.452
H5 -1.235 2.392 -1.995
N2 0.939 0.493 1.848
C2 1.217 -0.971 1.788
O2 1.352 -1.396 0.386
H6 1.601 1.022 1.296
H7 0.088 0.742 2.358
H8 0.476 -1.552 2.345
H9 2.108 -1.161 2.323
H10 1.401 -2.369 0.452

Summary:
LUMO (eV): 0.7826
Charge: 0
Structure (SMILES): NCO.NCO
HOMO (eV): -9.21

=====

Stability summary: most stable run w, least stable run y.

=====

Run w
2 unconnected molecules or ions with the total composition C5H14N2. Source: OMol25; level of theory: the ωB97M-V functional and the def2-TZVPD basis.

Positions of all 21 atoms, in Å:
C1 -1.104 -0.691 0.046
C2 -3.485 -0.734 -0.039
C3 1.826 -0.970 -0.333
C4 2.198 0.606 1.439
C5 1.547 1.254 -0.984
N1 -2.241 0.048 -0.047
N2 1.895 0.307 0.015
H1 -1.495 -1.932 0.172
H2 -3.384 -1.732 0.380
H3 -3.786 -0.998 -1.076
H4 -4.331 -0.252 0.451
H5 1.363 -1.025 -1.302
H6 1.978 -1.721 0.358
H7 -0.114 -0.159 -0.110
H8 2.031 1.743 1.589
H9 1.497 0.086 2.047
H10 3.330 0.330 1.560
H11 2.340 1.100 -1.833
H12 0.516 1.426 -1.331
H13 1.760 2.331 -0.627
H14 -2.342 0.985 -0.377

Summary:
LUMO (eV): -9.4841
Charge: +2
HOMO (eV): -20.33

=====

Run x
A gas-phase ion, C5H14N2 (charge +2). Source: OMol25; level of theory: the ωB97M-V functional and the def2-TZVPD basis.

Positions of all 21 atoms, in Å:
C1 2.108 -0.830 -1.045
C2 1.149 -0.741 -0.139
N1 1.604 -0.614 1.271
C3 -0.323 -0.685 -0.464
C4 -1.160 0.285 0.336
C5 -2.620 0.192 0.089
N2 -0.482 1.857 -0.264
H1 3.156 -0.916 -0.781
H2 1.925 -0.836 -2.110
H3 1.403 0.331 1.605
H4 1.158 -1.278 1.909
H5 2.622 -0.743 1.306
H6 -0.454 -0.558 -1.536
H7 -0.774 -1.677 -0.328
H8 -0.954 0.586 1.357
H9 -3.248 0.348 0.960
H10 -2.871 -0.849 -0.149
H11 -3.048 0.755 -0.742
H12 -1.317 2.452 -0.127
H13 0.249 2.521 0.019
H14 -0.487 1.932 -1.289

Summary:
LUMO (eV): -7.4883
Charge: +2
Structure (SMILES): C=C([NH3+])C[C@H](C)[NH3+]
HOMO (eV): -19.02

=====

Stability summary: most stable run x, least stable run w.